1.
Formula: C36H24BrClMoN5O2
Source: the OMol25 dataset
Level of theory: ωB97M-V with the def2-TZVPD basis set

- Net charge: +1
- HOMO-LUMO gap (spin up / spin down): 6.54 / 6.48 eV
- Energy above the lowest of the compared OMol25 structures with the same formula, charge and spin: 0.968 eV
- LUMO (spin up / spin down): -0.137 / -0.144 hartree
- Expectation value of S²: 2.032
- 2S+1: 3

Last column: Löwdin spin population.
Positions of all 70 atoms, in Å:
Mo  0.657  1.225  -0.144  1.620
C  3.329  1.834  -1.453  0.065
C  3.081  0.760  -0.546  -0.021
C  2.722  1.338  0.713  -0.022
C  2.528  2.716  0.490  0.025
C  2.977  3.015  -0.834  0.030
H  3.657  1.720  -2.475  0.003
H  3.432  -0.253  -0.673  0.001
H  2.829  0.877  1.681  0.003
H  2.297  3.434  1.261  0.002
H  2.982  3.998  -1.280  0.000
Cl  -0.444  8.002  -2.871  0.003
C  -0.436  6.447  -2.110  0.009
C  -0.980  6.304  -0.828  0.000
C  -1.008  5.076  -0.207  0.007
C  -0.467  3.955  -0.847  0.004
O  -0.519  2.776  -0.253  0.066
C  0.089  4.106  -2.129  0.010
C  0.504  2.944  -2.857  0.007
N  0.696  1.794  -2.320  0.013
C  0.813  0.646  -3.141  0.004
C  1.435  0.530  -4.348  0.002
C  1.344  -0.687  -5.069  -0.001
C  0.609  -1.733  -4.594  0.001
C  -0.058  -1.628  -3.346  0.001
C  -0.898  -2.630  -2.805  0.013
C  -1.543  -2.402  -1.625  0.001
C  -1.297  -1.203  -0.931  0.017
N  -0.481  -0.270  -1.373  0.019
C  0.090  -0.448  -2.609  0.012
C  0.081  5.360  -2.763  0.000
H  -1.384  7.175  -0.329  0.000
H  -1.433  4.953  0.779  0.000
H  0.599  3.040  -3.940  0.000
H  1.998  1.359  -4.759  0.000
H  1.850  -0.772  -6.021  0.000
H  0.520  -2.650  -5.164  0.000
H  -1.032  -3.562  -3.341  0.001
H  -2.221  -3.126  -1.195  0.000
H  -1.760  -1.027  0.034  0.002
H  0.484  5.466  -3.763  0.000
Br  -4.950  -4.001  0.220  0.000
C  -3.705  -3.893  1.637  0.000
C  -3.586  -2.707  2.350  0.000
C  -2.668  -2.617  3.383  0.000
C  -1.884  -3.721  3.713  0.000
C  -2.056  -4.915  3.028  0.000
C  -2.949  -5.004  1.969  0.000
N  -0.978  -3.808  4.843  0.004
N  -0.211  -2.895  5.174  0.002
C  -0.024  -1.753  4.316  0.017
C  -0.213  -0.501  4.832  -0.006
C  -0.154  0.658  4.026  0.022
C  0.141  0.542  2.690  -0.006
O  0.144  1.530  1.814  0.043
C  0.507  -0.738  2.197  -0.003
N  0.943  -0.741  0.907  -0.008
C  1.345  -1.881  0.380  0.021
C  1.330  -3.087  1.092  -0.002
C  0.867  -3.103  2.380  0.016
C  0.431  -1.901  2.978  -0.002
H  -4.216  -1.862  2.107  0.000
H  -2.598  -1.696  3.945  0.000
H  -1.480  -5.780  3.334  0.000
H  -3.076  -5.934  1.432  0.000
H  -0.478  -0.414  5.878  -0.001
H  -0.366  1.632  4.446  0.001
H  1.707  -1.850  -0.641  0.002
H  1.688  -3.987  0.613  -0.001
H  0.849  -4.027  2.943  0.001

Forces on the atoms, in the same order (eV/Å):
1.24 0.44 0.88
-0.04 -0.04 0.03
0.02 0.14 0.07
0.39 0.22 0.01
0.11 0.10 0.07
-0.12 0.00 0.01
-0.04 0.00 0.00
-0.18 -0.05 -0.08
-0.30 -0.11 0.00
-0.14 0.00 -0.04
-0.01 -0.02 0.00
0.01 -0.03 0.02
0.00 0.05 0.00
-0.02 0.01 0.05
-0.01 0.07 -0.03
0.03 -0.27 0.01
-0.23 0.52 -0.08
0.08 -0.01 -0.07
-0.10 0.09 -0.06
0.17 -0.49 -0.26
-0.21 0.09 0.18
0.11 -0.08 -0.12
0.03 0.11 0.03
-0.02 -0.04 0.04
-0.01 -0.09 -0.09
0.06 -0.03 -0.06
-0.05 0.09 0.09
-0.10 -0.08 0.07
-0.28 -0.09 -0.21
-0.09 0.06 0.11
0.03 -0.01 -0.02
-0.01 -0.01 -0.01
-0.01 0.00 -0.01
-0.07 -0.01 -0.01
-0.01 -0.01 0.00
0.01 0.01 0.02
-0.01 0.01 0.01
-0.02 0.03 -0.01
-0.04 -0.01 0.01
0.04 -0.03 0.03
-0.01 0.00 0.01
0.00 0.01 -0.07
0.03 0.07 0.06
0.01 -0.03 -0.04
0.00 0.04 0.13
0.29 -0.13 0.09
0.02 -0.07 -0.13
0.05 -0.02 0.05
-0.33 0.31 0.10
0.13 -0.06 -0.39
-0.08 -0.15 0.07
-0.08 0.21 -0.06
-0.07 -0.12 0.22
0.04 0.03 -0.22
-0.15 -0.47 -0.18
0.01 0.16 -0.09
-0.18 -0.21 -0.28
0.12 -0.04 0.01
0.02 0.02 -0.02
-0.06 -0.01 0.02
0.08 -0.10 0.11
0.00 -0.01 0.01
0.04 -0.01 0.01
-0.03 0.00 0.01
0.01 0.01 0.00
0.00 0.02 -0.01
-0.02 -0.01 0.00
-0.07 -0.02 -0.02
0.00 0.01 0.01
0.02 0.01 0.01

---

2.
Formula: C24H36N2NbO12S2
Source: the OMol25 dataset
Level of theory: ωB97M-V with the def2-TZVPD basis set

- Net charge: -1
- HOMO-LUMO gap: 5.45 eV
- LUMO: 0.000 hartree
- 2S+1: 1

Last column: Löwdin charge in e.
Positions of all 77 atoms, in Å:
C  -3.113  2.330  -4.115  -0.142
C  -1.708  1.569  -4.130  -0.248
C  -0.879  1.970  -2.826  -0.175
C  -0.319  0.712  -1.991  -0.326
O  -0.489  0.938  -0.580  -0.408
Nb  -2.293  0.262  0.199  1.770
C  -4.272  -0.489  1.129  -0.314
C  -3.212  2.364  0.309  -0.310
C  -2.341  3.432  1.096  -0.357
O  -1.057  3.708  0.473  -0.135
N  -3.239  0.018  -1.721  -0.099
C  -3.341  -1.208  -2.075  -0.855
S  -3.681  -2.750  -2.575  0.554
N  -1.546  -1.752  0.035  -0.221
C  -2.335  -2.760  0.788  -0.373
C  -1.479  -4.137  0.745  -0.247
C  -2.414  -5.441  0.734  -0.131
S  -1.224  0.508  2.526  0.532
C  -0.446  -1.059  3.138  -0.227
O  -2.224  0.946  3.577  -0.486
O  -0.074  1.507  2.402  -0.487
H  -3.228  3.034  -3.226  0.061
H  -3.979  1.589  -4.067  0.062
H  -3.297  2.952  -5.053  0.059
H  -1.927  0.455  -4.085  0.080
H  -1.157  1.790  -5.096  0.095
H  0.006  2.603  -3.178  0.107
H  -1.454  2.601  -2.082  0.079
H  0.809  0.715  -2.178  0.091
H  -0.688  -0.286  -2.369  0.080
H  -5.041  0.335  1.231  -0.015
H  -4.054  -0.887  2.173  -0.009
H  -4.764  -1.292  0.479  -0.010
H  -4.242  2.321  0.770  0.035
H  -3.321  2.719  -0.767  0.032
H  -2.921  4.425  1.046  0.101
H  -2.250  3.209  2.213  0.092
H  -0.750  4.521  0.917  0.081
H  -0.544  -1.816  0.244  0.035
H  -3.324  -3.015  0.293  0.062
H  -2.478  -2.532  1.885  0.076
H  -0.917  -4.124  -0.240  0.091
H  -0.696  -4.169  1.577  0.097
H  -3.431  -5.139  1.118  0.068
H  -1.923  -6.241  1.367  0.059
H  -2.472  -5.875  -0.319  0.070
H  0.288  -0.887  3.995  0.063
H  -1.286  -1.685  3.590  0.058
H  0.133  -1.624  2.344  0.050
C  3.690  -0.009  -4.263  0.087
C  4.845  -0.172  -4.912  -0.228
C  5.238  -1.493  -5.483  -0.319
O  6.293  -1.596  -6.085  0.099
C  4.327  -2.624  -5.289  0.072
C  3.173  -2.462  -4.638  -0.223
C  2.768  -1.135  -4.090  -0.298
O  1.701  -1.024  -3.519  0.121
O  2.320  -3.496  -4.447  0.103
O  5.713  0.857  -5.080  0.093
H  3.392  0.944  -3.846  0.140
H  4.632  -3.580  -5.693  0.134
H  1.564  -3.121  -3.954  0.121
H  6.464  0.483  -5.578  0.112
C  2.118  1.658  4.538  0.085
C  3.346  1.282  4.169  -0.222
C  4.489  1.307  5.125  -0.320
O  5.593  0.939  4.756  0.092
C  4.237  1.785  6.488  0.066
C  3.012  2.163  6.856  -0.230
C  1.862  2.112  5.908  -0.304
O  0.757  2.450  6.292  0.123
O  2.758  2.610  8.112  0.086
O  3.607  0.860  2.906  0.100
H  1.275  1.642  3.849  0.094
H  5.078  1.815  7.167  0.130
H  1.804  2.817  8.123  0.113
H  4.558  0.647  2.896  0.108

Forces on the atoms, in the same order (eV/Å):
-0.68 0.06 -0.43
-0.86 0.19 0.77
0.65 -0.39 -0.27
1.90 1.25 -0.77
-2.86 -1.53 -0.21
1.38 0.23 -3.33
-0.27 -0.22 0.15
0.70 0.36 0.80
-1.45 1.26 0.18
-0.73 0.18 0.61
-0.18 -6.46 -1.23
-0.64 4.21 0.90
0.74 2.42 0.70
-1.63 1.55 2.25
1.64 -2.54 -0.20
-0.43 -0.10 -0.62
1.01 0.32 0.01
1.15 2.62 2.47
0.17 -1.01 1.07
1.39 -1.29 -1.57
-1.82 -2.13 0.02
0.27 -0.99 -1.14
1.14 0.93 0.04
0.37 -0.74 1.10
0.38 1.32 -0.19
-0.52 -0.25 1.24
-1.08 -0.77 0.70
0.49 -0.75 -1.05
-1.44 -0.24 0.36
0.05 1.07 0.52
0.92 -0.80 -0.05
-0.45 0.32 -1.17
0.71 0.83 0.96
1.12 0.23 -0.42
0.13 -0.45 1.11
0.54 -1.12 0.15
0.09 -0.12 -1.53
-0.05 -0.71 -0.35
-0.39 -0.21 -0.22
1.19 0.77 0.56
-0.16 0.00 -1.19
-0.51 0.07 1.13
-1.12 0.07 -0.95
1.00 -0.72 -0.37
-0.90 0.80 -0.52
-0.22 0.74 1.35
-1.03 0.38 -1.14
1.05 0.68 -0.86
-0.95 0.81 0.74
-0.24 -0.09 0.09
0.21 1.06 0.19
-0.06 -0.73 -0.14
0.00 0.35 0.11
0.39 0.19 -0.17
-0.33 -1.25 -0.12
-0.10 0.73 0.26
0.21 -0.50 -0.29
0.34 1.15 0.10
-0.25 -1.01 -0.16
0.00 -0.03 -0.01
-0.02 0.02 0.01
-0.03 -0.08 -0.02
-0.02 0.06 0.02
-0.24 0.12 0.27
-0.38 -0.15 -0.83
0.27 0.07 0.38
-0.15 -0.01 -0.18
0.28 -0.13 -0.21
0.38 0.27 1.11
-0.42 -0.14 -0.81
0.33 0.08 0.42
-0.28 -0.23 -0.92
0.37 0.17 0.98
-0.01 0.01 -0.07
-0.02 0.00 -0.01
0.02 -0.02 -0.02
-0.07 0.00 -0.05

---

3.
Formula: C4H33NO16
Source: the OMol25 dataset
Level of theory: ωB97M-V with the def2-TZVPD basis set

- HOMO-LUMO gap: 9.70 eV
- Energy above the lowest of the compared OMol25 structures with the same formula, charge and spin: 3.032 eV
- LUMO: -0.007 hartree
- 2S+1: 1

Last column: Löwdin charge in e.
Positions of all 54 atoms, in Å:
O  0.934  3.975  1.918  0.062
C  0.014  3.867  1.157  -0.194
C  -0.980  2.707  1.181  -0.313
C  -0.603  1.639  0.122  -0.040
C  -0.446  0.287  0.752  -0.484
O  -1.263  -0.601  0.122  0.031
O  0.081  -0.014  1.789  0.100
N  -2.303  3.245  0.767  0.052
H  -0.257  4.594  0.358  0.145
H  -1.011  2.182  2.138  0.140
H  0.303  1.925  -0.450  0.146
H  -1.241  1.650  -0.761  0.124
H  -1.272  -1.497  0.529  0.081
H  -2.942  2.500  1.017  0.042
H  -2.404  4.159  1.179  0.067
H  4.012  -1.920  -0.930  0.025
H  4.391  -1.106  0.334  0.023
O  4.597  -1.231  -0.600  -0.064
H  -1.752  -3.486  -0.020  0.068
H  -0.211  -3.405  -0.110  0.070
O  -0.958  -3.260  0.480  -0.027
H  2.289  -1.359  -2.462  -0.030
H  3.093  -2.236  -3.528  0.039
O  2.336  -2.210  -2.944  -0.079
H  -0.998  -0.234  -1.599  0.007
H  0.244  -0.707  -2.432  0.022
O  -0.680  -0.456  -2.488  -0.057
H  2.073  -1.131  1.872  0.007
H  2.692  0.242  1.747  0.025
O  2.499  -0.563  1.221  -0.094
H  -2.355  -0.988  2.849  0.050
H  -2.534  -0.527  4.265  0.072
O  -2.936  -0.440  3.393  -0.036
H  -3.766  -0.889  -0.984  0.026
H  -3.152  -1.324  -2.193  -0.001
O  -3.786  -1.675  -1.557  -0.049
H  -0.100  -0.140  -4.164  0.006
H  1.301  -0.587  -4.827  0.017
O  0.788  0.115  -4.454  -0.062
H  2.663  -0.317  -0.705  0.003
H  3.280  0.610  -1.835  0.065
O  2.533  0.087  -1.572  -0.053
H  2.309  2.602  2.118  0.019
H  3.823  2.312  2.142  0.064
O  2.986  2.001  1.786  -0.034
H  -1.369  -2.266  -3.949  0.010
H  -2.870  -2.171  -3.708  0.000
O  -2.212  -2.625  -4.239  -0.044
H  -3.491  0.331  1.962  -0.009
H  -4.889  0.777  1.347  0.054
O  -3.957  0.656  1.170  -0.054
H  2.227  -2.856  2.852  0.043
H  2.196  -2.013  4.240  0.053
O  2.663  -2.240  3.436  -0.034

Forces on the atoms, in the same order (eV/Å):
0.35 0.36 -0.08
-1.01 -0.97 0.05
-0.67 0.07 -1.17
1.68 0.64 -0.91
-1.63 -0.72 0.32
-0.02 0.37 -0.03
-0.08 0.56 0.12
1.81 -0.48 -0.02
0.44 0.14 0.20
0.30 0.44 0.28
0.38 -0.30 0.84
-0.87 -0.21 0.65
0.60 0.01 -0.15
-0.87 0.66 0.08
-0.92 -0.13 0.42
-0.01 -0.08 0.12
-0.30 -0.18 0.00
0.83 -0.13 -0.02
0.08 -0.13 -0.16
-0.10 -0.02 -0.13
-0.18 0.07 0.25
0.74 0.24 -0.49
0.16 0.37 0.09
-0.71 -0.75 0.26
0.25 -0.47 -0.23
0.33 0.21 0.26
-0.96 -0.13 0.02
0.14 0.06 -0.11
-0.12 0.02 -0.62
0.59 -0.14 0.10
0.01 -0.05 0.00
-0.15 0.27 0.10
0.50 -0.52 0.11
-0.53 -0.38 0.51
0.21 -0.40 -0.28
0.46 0.96 0.19
0.50 -0.21 -0.40
-0.16 -0.87 -0.19
0.01 1.35 -0.10
0.49 0.54 0.37
0.62 0.04 0.25
-1.91 -0.07 -0.44
-0.12 0.15 0.03
0.00 0.08 0.01
0.25 -0.04 0.11
0.04 0.11 0.14
-0.06 -0.14 -0.17
0.01 -0.16 -0.15
-0.87 0.29 0.01
-0.09 -0.13 0.42
0.67 0.12 -0.70
-0.61 -0.39 0.53
-0.58 -0.51 -0.17
1.08 0.56 -0.10